<A>
C20H27N3O4S in the gas phase, computed with ωB97M-V with the def2-TZVPD basis set.

Output
* SMILES: CCOc1cc(NC(=S)NCC(C)C)c(OCC)cc1NC(=O)c1ccco1
* HOMO-LUMO gap: 7.99 eV
* multiplicity: 1
* HOMO: -7.593 eV

Geometry as XYZ:
```
55
C20H27N3O4S ωB97M-V with the def2-TZVPD basis set
C 0.88924 2.51052 3.25252
C 1.95799 2.32958 2.18172
O 1.42631 2.06185 0.88828
C 0.85710 0.80618 0.74032
C -0.50044 0.61638 0.94749
C -1.08046 -0.63342 0.76963
N -2.43387 -0.88773 0.97631
C -3.52517 -0.11392 0.71953
S -5.00531 -0.67861 1.19874
N -3.33705 1.06991 0.10764
C -4.41350 1.91451 -0.34329
C -4.62430 1.86654 -1.86536
C -4.93994 0.44658 -2.32640
C -3.41502 2.42478 -2.61489
C -0.25655 -1.73087 0.43642
O -0.89438 -2.92747 0.34555
C -0.13377 -4.09103 0.06648
C -1.08767 -5.27450 0.08828
C 1.09632 -1.53867 0.21948
C 1.65928 -0.27135 0.34571
N 3.00239 -0.00955 0.09349
C 4.00188 -0.87770 -0.22984
O 3.88139 -2.08395 -0.33120
C 5.29085 -0.20161 -0.44217
C 6.50780 -0.73379 -0.78497
C 7.40609 0.35168 -0.85805
C 6.67685 1.46236 -0.55569
O 5.40057 1.14391 -0.30268
H 0.18910 3.28779 2.95666
H 1.36100 2.79949 4.18765
H 0.34287 1.58315 3.40874
H 2.64660 1.52664 2.48054
H 2.52566 3.25508 2.05397
H -1.09377 1.45276 1.28068
H -2.65165 -1.84329 1.23055
H -2.43546 1.23433 -0.31674
H -5.31888 1.57666 0.16577
H -4.19734 2.94383 -0.03648
H -5.48786 2.50515 -2.07925
H -5.78406 0.04471 -1.77223
H -5.18279 0.43666 -3.38625
H -4.08633 -0.20939 -2.16653
H -2.54615 1.77978 -2.49508
H -3.63280 2.49204 -3.67807
H -3.16180 3.42005 -2.25510
H 0.65106 -4.21509 0.82348
H 0.34041 -3.99934 -0.91909
H -1.87030 -5.13558 -0.65264
H -0.54444 -6.18813 -0.13364
H -1.55047 -5.36427 1.06740
H 1.74186 -2.35262 -0.06013
H 3.23426 0.97708 0.12251
H 6.71261 -1.76959 -0.95812
H 8.44769 0.31270 -1.10116
H 6.94436 2.49881 -0.49044
```

<B>
C20H27N3O4S in the gas phase, computed with ωB97M-V with the def2-TZVPD basis set.

Output
* SMILES: CCN(CC)S(=O)(=O)c1ccc(N2CCc3cc(OC)c(OC)cc3C2)nc1
* HOMO-LUMO gap: 8.58 eV
* multiplicity: 1
* HOMO: -8.025 eV

Geometry as XYZ:
```
55
C20H27N3O4S ωB97M-V with the def2-TZVPD basis set
C 0.88267 0.28137 -4.76839
C 2.30732 0.07435 -5.28605
N 3.32101 0.08154 -4.26411
C 3.94851 1.30023 -3.82711
C 3.07626 2.18657 -2.93658
S 3.73770 -1.34926 -3.54222
O 5.06555 -1.20531 -3.01718
O 3.47009 -2.40719 -4.47563
C 2.61456 -1.52282 -2.17176
C 1.46852 -2.30019 -2.29205
C 0.59603 -2.38121 -1.23338
C 0.89810 -1.66587 -0.05040
N 0.09577 -1.69083 1.03455
C -1.13407 -2.45640 1.04432
C -1.82643 -2.39046 2.40812
C -1.96499 -0.95709 2.81808
C -3.14059 -0.38706 3.27396
C -3.20601 0.95690 3.62492
O -4.35801 1.54954 4.08372
C -5.51396 0.76426 4.22629
C -2.04832 1.74962 3.49995
O -1.91492 3.07552 3.78330
C -2.97152 3.82986 4.33218
C -0.87789 1.16107 3.02572
C -0.82411 -0.17717 2.69083
C 0.41019 -0.86323 2.18803
N 2.02066 -0.93415 0.05034
C 2.84425 -0.87352 -0.97505
H 0.75397 1.27287 -4.34416
H 0.64951 -0.45383 -4.00261
H 0.18030 0.16350 -5.59018
H 2.37516 -0.90387 -5.76739
H 2.55158 0.84482 -6.02492
H 4.27288 1.86951 -4.70700
H 4.83675 0.98328 -3.27808
H 2.28452 2.66069 -3.51092
H 3.68961 2.96803 -2.49487
H 2.62812 1.60150 -2.13733
H 1.29698 -2.83473 -3.21410
H -0.29555 -2.97948 -1.31226
H -1.82038 -2.05990 0.28296
H -0.91550 -3.50293 0.79909
H -1.21971 -2.92445 3.14507
H -2.79586 -2.88510 2.34444
H -4.01693 -1.00985 3.35817
H -5.36467 -0.05091 4.94188
H -6.27704 1.44106 4.60849
H -5.84603 0.35327 3.26721
H -3.82548 3.88649 3.65429
H -2.55768 4.82772 4.47830
H -3.29922 3.42866 5.29338
H -0.00806 1.79161 2.93322
H 1.17556 -0.15084 1.88254
H 0.82788 -1.49693 2.98400
H 3.74293 -0.28925 -0.83365
```

Of them, <A> has the highest stability.

<A>
A molecular structure, C5H13NO2, computed with ωB97M-V with the def2-TZVPD basis set.

Output
* total charge: +1
* HOMO-LUMO gap (spin up / spin down): 6.81 / 7.35 eV
* multiplicity: 2
* HOMO (spin up / spin down): -14.208 / -14.224 eV

Geometry as XYZ:
```
21
C5H13NO2 ωB97M-V with the def2-TZVPD basis set
C 2.96336 0.70274 -0.09726
N 2.13604 -0.36033 0.47324
C -1.59480 -1.81548 -0.00340
C -0.30994 -1.05182 0.30121
C 1.11605 -0.72929 -0.25827
C -0.12736 0.03113 -0.83564
O -0.36995 1.31470 -0.39714
H 3.06917 0.58718 -1.17424
H 3.87739 0.74607 0.51181
H 2.59901 1.67058 0.07620
H -0.30916 2.70587 2.14727
H -1.87257 -2.33171 0.82998
H -1.51737 -2.47746 -0.88372
H -2.51787 -1.03819 -0.15460
H -0.44526 2.08847 2.63780
H -0.16142 -0.90049 1.40984
H 1.51531 -1.65948 -0.84696
H -0.34974 -0.09480 -1.86239
H -1.33185 1.44698 -0.24888
H -3.83936 1.03345 0.51995
O -2.87410 0.92557 0.28282
```

<B>
3 unconnected molecules or ions with the total composition C5H13NO2, computed with ωB97M-V with the def2-TZVPD basis set.

Output
* total charge: +1
* HOMO-LUMO gap (spin up / spin down): 10.54 / 7.43 eV
* multiplicity: 2
* HOMO (spin up / spin down): -14.516 / -14.560 eV

Geometry as XYZ:
```
21
C5H13NO2 ωB97M-V with the def2-TZVPD basis set
N 0.23487 0.07086 -1.25931
C 0.73514 -0.03339 -0.01449
C 0.20561 0.76763 1.01424
C -0.34768 2.11839 0.92499
C 0.60337 3.06731 0.88067
C 1.69105 -1.08786 0.38667
H 0.88525 0.03014 -2.03692
H -0.35356 0.89990 -1.29345
H 0.33790 0.46562 2.04708
H -1.37951 2.40847 0.83214
H 0.27559 4.09590 0.85429
H 1.64920 2.81043 0.84565
H 1.17807 -1.78657 1.04254
H 2.46762 -0.73014 1.05247
H 2.05341 -1.71503 -0.42881
H -3.25372 -1.35728 -1.54138
H -2.21592 -0.65813 -0.79240
O -2.93005 -0.47052 -1.41943
H -0.32590 -2.42299 -0.90963
H -0.63588 -3.68156 0.03990
O -0.87486 -2.79117 -0.22483
```

<C>
3 unconnected molecules or ions with the total composition C5H13NO2, computed with ωB97M-V with the def2-TZVPD basis set.

Output
* total charge: +1
* HOMO-LUMO gap (spin up / spin down): 8.58 / 6.18 eV
* multiplicity: 2
* HOMO (spin up / spin down): -13.076 / -13.076 eV

Geometry as XYZ:
```
21
C5H13NO2 ωB97M-V with the def2-TZVPD basis set
N 0.26091 1.85126 1.34783
C 0.76704 1.58424 0.15251
C 0.03018 0.84834 -0.79516
C 0.74880 0.08216 -1.81347
C 0.41282 0.08289 -3.13073
C 1.14182 -0.62412 -4.15187
H 0.66647 1.92653 2.19566
H -0.74447 1.84852 1.50017
H 1.80569 1.64212 -0.08278
H -1.04808 0.96271 -0.81051
H 1.52041 -0.56920 -1.38985
H -0.38065 0.72888 -3.43574
H 0.70015 -0.46651 -5.17959
H 2.19866 -0.43173 -4.26987
H 1.16857 -1.71596 -4.07465
H -2.06760 -0.25441 2.76098
H -2.01771 -1.67015 2.29077
O -2.01940 -1.12675 3.10533
H -1.47760 -0.92443 5.34577
H -0.88362 -2.22646 4.83937
O -0.78238 -1.54796 5.59584
```

Of them, <B> has the highest stability.

<A>
A gas-phase ion, C2H5N2S (charge +1), computed with ωB97M-V with the def2-TZVPD basis set.

Output
* SMILES: C1=[NH+]CSN1
* total charge: +1
* HOMO-LUMO gap: 9.68 eV
* multiplicity: 1
* HOMO: -13.810 eV

Geometry as XYZ:
```
10
C2H5N2S ωB97M-V with the def2-TZVPD basis set
C 0.49642 0.99711 0.02698
N 0.85917 -0.28349 -0.07092
C -0.13445 -1.32626 0.01638
S -1.66796 -0.29626 -0.06359
N -0.77911 1.25283 -0.01684
H 1.07048 1.90814 0.05340
H 1.75284 -0.60252 -0.37273
H -0.22339 -1.93126 -0.89260
H 0.04095 -1.69992 1.07446
H -1.41494 1.98162 0.24547
```

<B>
A gas-phase ion, C2H5N2S (charge +1), computed with ωB97M-V with the def2-TZVPD basis set.

Output
* SMILES: [NH2+]=CNC=S
* total charge: +1
* HOMO-LUMO gap: 8.49 eV
* multiplicity: 1
* HOMO: -13.865 eV

Geometry as XYZ:
```
10
C2H5N2S ωB97M-V with the def2-TZVPD basis set
N -1.18786 0.56022 -0.51654
C -0.29095 -0.38830 -0.33187
N 0.78435 -0.23810 0.43982
C 1.15969 1.02493 0.85551
S 1.76488 2.28861 0.07697
H -1.03732 1.38748 -0.04144
H -2.04805 0.27047 -0.93561
H -0.51997 -1.29852 -0.75434
H 1.49101 -0.98963 0.34640
H 0.79164 1.23610 1.94837
```

<C>
A molecular structure, C2H5N2S, computed with ωB97M-V with the def2-TZVPD basis set.

Output
* total charge: +1
* HOMO-LUMO gap: 8.51 eV
* multiplicity: 1
* HOMO: -15.024 eV

Geometry as XYZ:
```
10
C2H5N2S ωB97M-V with the def2-TZVPD basis set
C -0.78234 -0.10747 -0.12968
C 2.06823 0.52538 0.24487
N -0.94480 1.10768 -0.08689
N -1.58612 -1.08112 0.19191
S 1.36928 -0.88554 -0.19321
H 1.52818 1.28287 0.63342
H 3.08976 0.74619 0.14179
H -0.23043 1.76153 -0.41397
H -2.56306 -0.94058 0.25961
H -1.44952 -2.13350 0.01922
```

Of them, <B> has the highest stability.

<A>
A gas-phase ion, C8H16N5 (charge +1), computed with ωB97M-V with the def2-TZVPD basis set.

Output
* SMILES: [H]/N=C1/C(N)=N[C@H](/[NH+]=C(/C)N)C[C@@H]1C
* total charge: +1
* HOMO-LUMO gap: 9.66 eV
* multiplicity: 1
* HOMO: -12.240 eV

Geometry as XYZ:
```
29
C8H16N5 ωB97M-V with the def2-TZVPD basis set
H 1.55068 -1.89860 -3.81915
N 0.95345 -2.21598 -3.04340
C 0.82105 -1.61176 -1.97200
C -0.19214 -2.30367 -0.95220
N -0.52773 -3.57584 -1.28616
N -0.82200 -1.76392 0.05763
C -0.28038 -0.58021 0.47857
N -1.40549 0.07556 1.21445
C -1.23344 0.97268 2.10703
C -2.38958 1.50993 2.82192
N -0.09480 1.32497 2.68464
C 0.19838 0.40502 -0.65103
C 1.38608 -0.35626 -1.36276
C 2.21564 0.55961 -2.26897
H -0.28868 -3.88782 -2.26285
H -0.94057 -4.11695 -0.61963
H 0.54966 -0.68274 1.28227
H -2.19162 -0.42584 0.85407
H -2.45370 1.14193 3.83007
H -3.27110 1.31526 2.19649
H -2.25643 2.61929 2.93723
H -0.13581 1.89186 3.44111
H 0.85681 0.93079 2.35652
H 0.41916 1.42878 -0.23447
H -0.43462 0.59643 -1.45739
H 2.25235 -0.75476 -0.69941
H 1.63336 1.27989 -2.96138
H 2.89378 -0.17165 -2.86792
H 3.10633 1.18681 -1.80810
```

<B>
A gas-phase ion, C8H16N5 (charge +1), computed with ωB97M-V with the def2-TZVPD basis set.

Output
* SMILES: [H]/N=C1/C(N)=N[C@H](/[NH+]=C(/C)N)C[C@@H]1C
* total charge: +1
* HOMO-LUMO gap: 9.44 eV
* multiplicity: 1
* HOMO: -12.120 eV

Geometry as XYZ:
```
29
C8H16N5 ωB97M-V with the def2-TZVPD basis set
H 3.67272 -0.62819 -2.33463
N 3.00241 0.21954 -2.11828
C 1.90248 -0.06203 -1.61211
C 0.85666 1.32348 -1.07821
N 1.42976 2.52662 -1.39790
N -0.26192 1.16114 -0.43536
C -0.88238 -0.14548 -0.29304
N -1.71386 -0.12813 0.90200
C -1.98655 0.78921 1.80237
C -2.57337 0.38432 3.11128
N -1.63032 2.05537 1.72049
C 0.15637 -1.21659 -0.11185
C 1.03450 -1.27233 -1.45410
C 1.89021 -2.53342 -1.35396
H 2.39756 2.46503 -1.52647
H 0.78757 3.31498 -1.31512
H -1.50892 -0.33630 -1.25737
H -1.97161 -1.18573 1.10535
H -3.61699 0.59031 3.19198
H -2.07969 1.03467 3.82294
H -2.46521 -0.63959 3.31763
H -2.23664 2.76474 2.10202
H -1.16444 2.40687 0.92993
H -0.26481 -2.25010 0.01510
H 0.64376 -0.95982 0.76670
H 0.30755 -1.31459 -2.28875
H 2.74398 -2.21980 -0.74867
H 2.15520 -2.80225 -2.37296
H 1.37599 -3.34193 -1.08900
```

Of them, <A> has the highest stability.